No. 1
The following is a quantum chemistry calculation of a structure of composition C16H19B2F4N4O7STl, from the Open Molecules 2025 dataset.

**Total energy**: -64951.4716 eV
**Net charge**: -2
**Kohn-Sham gap**: 6.7 eV

Positions of all 54 atoms, in Å:
Tl -0.23343 1.82789 0.02806
C 1.37859 -2.83193 -0.01418
C 1.24058 -1.33669 -0.02978
N 0.43421 -0.69920 0.72331
O -0.24798 -1.44996 1.63452
B -0.83560 -0.61881 2.72847
F -1.46365 -1.52177 3.59032
F -1.74557 0.31121 2.20796
O 0.19944 0.07723 3.55479
N 0.90118 0.98198 2.81223
C 1.98376 1.40161 3.34160
C 2.43297 1.01241 4.72379
C 2.90569 2.20406 2.47713
N 2.53629 2.43160 1.27871
O 3.47740 3.01188 0.47757
B 3.12490 2.86233 -0.96411
F 1.89733 3.48833 -1.23676
F 4.17133 3.45821 -1.67126
O 3.09086 1.43882 -1.40825
N 2.10759 0.73269 -0.78021
C 2.18085 -0.53476 -0.86956
C 3.22249 -1.24875 -1.68124
C 4.25903 2.58765 3.01054
H 0.58951 -3.26174 0.59572
H 2.34524 -3.13521 0.39792
H 1.31373 -3.22856 -1.02937
H 1.60694 0.54287 5.25045
H 2.77723 1.88720 5.28049
H 3.26392 0.30193 4.68520
H 3.84860 -0.51913 -2.18569
H 2.74415 -1.88957 -2.42579
H 3.84968 -1.88579 -1.05210
H 4.71311 1.76877 3.57083
H 4.18115 3.44363 3.68808
H 4.90366 2.86410 2.18052
O -4.78884 0.96602 -4.18147
C -4.32343 0.28379 -3.29222
O -3.03650 0.38107 -2.92391
C -5.00836 -0.72099 -2.47277
C -6.34807 -1.09080 -2.53918
C -6.80728 -2.05797 -1.66733
C -5.92435 -2.63573 -0.73984
C -4.59636 -2.26728 -0.67963
C -4.12818 -1.29355 -1.57084
S -2.47530 -0.68115 -1.69202
H -6.99858 -0.61384 -3.26243
H -7.84524 -2.36699 -1.68713
H -6.29876 -3.38284 -0.04881
H -3.92938 -2.70695 0.05284
C -0.12342 0.75395 -3.26338
O -0.61442 0.33651 -2.03462
H -0.87970 1.27618 -3.87064
H 0.24194 -0.09652 -3.87230
H 0.72905 1.44250 -3.14421

natural (NBO) population analysis, charges in e, atoms 1 to 5: number 1, Tl, carries 0.7422; number 2, C, carries -0.6775; number 3, C, carries 0.1853; number 4, N, carries -0.1115; number 5, O, carries -0.5901


No. 2
The following is a quantum chemistry calculation of a cluster of 3 separate species, C4H15NO3 in total, from the Open Molecules 2025 dataset.

**Total energy**: -12021.3584 eV
**SMILES string**: CN[C@H](C)CO.O.O
**Kohn-Sham gap**: 9.9 eV

Positions of all 23 atoms, in Å:
C -0.80327 1.78765 0.98706
N 0.38334 0.95598 0.86999
C -0.29920 -0.43083 -1.10297
C 0.69806 0.56419 -0.64298
C 2.21795 0.09899 -0.55295
O 2.59615 -0.25821 -1.89836
H -0.50817 2.81374 1.52715
H -1.40102 1.31143 1.71847
H -1.34286 2.10624 -0.04964
H 1.15734 1.41464 1.38369
H 0.19497 -1.12605 -1.81324
H -1.13053 -0.06700 -1.66917
H -0.78878 -1.09243 -0.14320
H 0.65812 1.52267 -1.28450
H 2.87697 1.00925 -0.17700
H 2.43186 -0.75248 -0.00988
H 3.32869 -0.90512 -1.87754
H -0.26784 -1.94519 2.84121
H -0.38835 -1.17207 1.51133
O -0.66883 -1.98569 1.97378
H -2.75505 -1.39296 0.21286
H -3.01995 -1.45227 -1.33990
O -3.16958 -1.00450 -0.46421

natural (NBO) population analysis, charges in e, atoms 1 to 5: number 1, C, carries -0.4220; number 2, N, carries -0.6897; number 3, C, carries -0.6336; number 4, C, carries -0.0609; number 5, C, carries -0.0530


No. 3
The following is a quantum chemistry calculation of an isolated molecule of C9H14N6, from the Open Molecules 2025 dataset.

**Total energy**: -18499.2685 eV
**SMILES string**: CN(C)CCNc1nncc2cncn12
**Kohn-Sham gap**: 9.0 eV

Positions of all 29 atoms, in Å:
C -2.39865 1.05223 1.34893
C -3.79794 -0.04835 -0.26519
C -1.55601 -0.89493 0.16591
C -0.80546 -0.20863 -0.98826
C 1.47687 -1.02119 -0.61281
C 3.66683 -1.11634 0.92750
C 3.28416 0.16203 0.41792
C 3.75241 1.45582 0.39002
C 2.04573 1.43557 -0.90758
H -3.28438 1.41712 1.88540
H -1.60799 0.89329 2.08919
H -2.07090 1.86078 0.66642
H -4.69805 0.29203 0.25482
H -3.59372 0.67863 -1.07354
H -4.01839 -1.01868 -0.72163
H -0.84999 -1.06344 0.98960
H -1.88011 -1.89041 -0.16760
H -1.45842 -0.06921 -1.85766
H -0.47431 0.78588 -0.67548
H 0.11076 -1.93719 -1.65047
H 4.55578 -1.21079 1.54915
H 4.60847 1.85982 0.91012
H 1.28504 1.71218 -1.62324
N -2.71211 -0.19265 0.68438
N 0.36631 -0.97495 -1.44053
N 1.87606 -2.14121 -0.10292
N 3.02781 -2.20889 0.65497
N 2.98157 2.22392 -0.43345
N 2.16861 0.16756 -0.41394

natural (NBO) population analysis, charges in e, atoms 1 to 5: number 1, C, carries -0.4151; number 2, C, carries -0.4144; number 3, C, carries -0.2281; number 4, C, carries -0.2444; number 5, C, carries 0.5590


No. 4
The following is a quantum chemistry calculation of a structure of composition C32H36BCsF9N5O, from the Open Molecules 2025 dataset.

**Total energy**: -68957.8175 eV
**Net charge**: -2
**Kohn-Sham gap**: 5.3 eV

Positions of all 85 atoms, in Å:
Cs -0.56660 -1.17954 -1.00894
C 4.73232 1.11986 -0.88705
N 3.95095 0.05462 -0.26456
C 3.23741 0.41240 0.96679
C 3.41071 -0.86358 -1.05153
N 2.93382 -1.68941 -1.71052
H 4.13338 2.02780 -1.00236
H 5.07054 0.80015 -1.86956
H 5.60244 1.32762 -0.25896
H 2.55824 1.24679 0.78247
H 3.97900 0.68748 1.71988
H 2.66669 -0.43591 1.33734
F 0.29859 -3.43068 3.60340
B 0.16706 -2.17450 2.98657
F -0.36990 -2.34792 1.68428
F -0.68685 -1.35424 3.73834
F 1.43875 -1.56912 2.86975
F -7.70880 -5.54564 -1.26538
C -6.56923 -4.81433 -1.35641
C -6.31323 -3.77837 -0.47146
F -7.22295 -3.50009 0.48708
C -5.15499 -3.03865 -0.56055
F -4.97233 -2.03999 0.32587
C -4.14378 -3.26591 -1.54248
O -3.07966 -2.58786 -1.61833
C -4.46627 -4.34110 -2.41924
F -3.59342 -4.65267 -3.40593
C -5.62659 -5.08220 -2.33144
F -5.85466 -6.08406 -3.20952
C 3.65349 5.49772 -1.88689
C 2.96624 4.16709 -2.09010
C 3.28751 3.38732 -3.19373
C 2.64325 2.14444 -3.33728
C 2.97796 1.26198 -4.51312
C 1.72155 1.73484 -2.41132
C 1.32067 2.50558 -1.25135
C 2.03269 3.75346 -1.14640
N 0.42388 1.92819 -0.46400
C -0.28551 2.49348 0.67137
C 0.12157 3.87784 1.22474
C -0.75249 4.29023 2.41777
C -0.62028 3.26352 3.54414
C -1.06427 1.89301 3.02919
C -2.52406 1.96741 2.57661
C -2.66148 3.00319 1.45732
C -2.21497 4.37277 1.97552
C -1.77541 2.59533 0.27721
C -0.18347 1.49625 1.84258
H 4.39342 5.68178 -2.66813
H 4.16423 5.53331 -0.92088
H 2.93356 6.32017 -1.90196
H 4.02282 3.72143 -3.91908
H 4.05715 1.23368 -4.68806
H 2.51291 1.63843 -5.42898
H 2.63221 0.24024 -4.35149
H 1.25376 0.76482 -2.53466
H 1.87415 4.41583 -0.31120
H 0.02546 4.63254 0.43957
H 1.16935 3.85142 1.54093
H -0.42311 5.27454 2.77305
H -1.23084 3.56626 4.40427
H 0.41997 3.21241 3.88409
H -0.95859 1.13423 3.80585
H -3.16710 2.23951 3.42285
H -2.84974 0.98445 2.22479
H -3.70602 3.05781 1.13035
H -2.84658 4.68375 2.81685
H -2.32322 5.12626 1.18661
H -1.86599 3.30971 -0.54911
H -2.09635 1.62202 -0.10542
H -0.46186 0.49501 1.50531
H 0.85853 1.42513 2.16847
N 0.44980 -7.18435 1.70645
C 0.39957 -6.22676 0.68945
C -0.80273 -5.87778 0.08648
C -0.80725 -4.88401 -0.87442
N 0.29079 -4.24177 -1.28075
C 1.44709 -4.62635 -0.73988
C 1.55570 -5.60172 0.23441
H -0.41962 -7.25698 2.21348
H 1.21352 -7.02882 2.34738
H -1.73664 -6.32581 0.40451
H -1.74049 -4.52992 -1.29869
H 2.32483 -4.08403 -1.07433
H 2.51979 -5.83106 0.67209

Mulliken population analysis, charges in e, atoms 1 to 5: number 1, Cs, carries 1.4103; number 2, C, carries -0.9840; number 3, N, carries 0.0455; number 4, C, carries -0.3058; number 5, C, carries 0.5954


No. 5
The following is a quantum chemistry calculation of a structure of composition CH3N3O, from the Open Molecules 2025 dataset.

**Total energy**: -7597.4763 eV
**Kohn-Sham gap (alpha / beta)**: 8.8 / 8.8 eV

Positions of all 8 atoms, in Å:
C -1.48059 0.05959 -0.26553
O 2.32667 0.22570 0.57767
N 1.22173 -0.58853 0.80871
N 0.29850 -0.36916 0.00077
N -0.74278 -1.07316 -0.27047
H 2.15549 0.77961 -0.20540
H -1.33259 0.93926 -0.88152
H -2.44642 0.02669 0.23577

natural (NBO) population analysis, charges in e, atoms 1 to 5: number 1, C, carries -0.0661; number 2, O, carries -0.5381; number 3, N, carries 0.0811; number 4, N, carries -0.0930; number 5, N, carries -0.2158


No. 6
The following is a quantum chemistry calculation of a cluster of 2 separate species, C3H9NO2 in total, from the Open Molecules 2025 dataset.

**Total energy**: -8840.3303 eV
**SMILES string**: CNC(C)=O.O
**Kohn-Sham gap**: 9.7 eV

Positions of all 15 atoms, in Å:
C -1.21622 -0.52057 -1.11986
N -0.29555 0.52834 -0.76086
O -0.60586 1.45810 1.94519
H -1.34643 1.24544 1.35692
H -0.52697 1.48086 -1.01740
H -0.78392 -1.17321 -1.88284
H -1.47162 -1.10882 -0.23649
H -2.14613 -0.07497 -1.48148
C 1.23581 -0.93126 0.54189
C 0.94613 0.40966 -0.11922
O 1.88416 1.00899 -0.69218
H 0.39926 1.43400 1.35730
H 0.47215 -1.14308 1.29180
H 1.23720 -1.73325 -0.19941
H 2.21800 -0.88022 1.01661

natural (NBO) population analysis, charges in e, atoms 1 to 5: number 1, C, carries -0.4124; number 2, N, carries -0.6502; number 3, O, carries -0.9381; number 4, H, carries 0.4727; number 5, H, carries 0.3999